No. 1
The following is a DFT calculation (ωB97M-V/def2-TZVPD) of the molecule C23H30N2O5.

XYZ file:
```
60
Properties=species:S:1:pos:R:3:forces:R:3:lowdin_charge:R:1
C -3.21053 -3.32972 -0.73298 0.1 -0.2 0.0 -0.071
H -2.74538 -3.18911 -1.71327 0.0 0.0 0.0 0.101
O -4.13088 -2.30555 -0.44225 -0.1 0.5 0.1 -0.108
C -3.67526 -1.01339 -0.38321 -0.1 0.0 0.0 -0.169
C -2.34214 -0.68049 -0.58047 0.2 0.1 0.0 0.035
C -1.89533 0.63056 -0.49435 -0.5 -0.3 0.0 -0.127
C -2.80589 1.65032 -0.23047 0.1 0.0 0.0 0.030
C -4.14194 1.34323 -0.04680 -0.2 -0.1 0.1 -0.184
C -4.59949 0.00661 -0.10869 -0.2 0.2 0.0 -0.114
O -5.93237 -0.11316 0.11334 0.5 0.2 0.0 -0.042
C -6.59350 -1.35287 0.00294 -0.4 -0.4 0.0 -0.062
H -7.64316 -1.12686 0.19029 0.1 0.0 0.0 0.096
H -6.48629 -1.78191 -0.99538 0.0 0.0 0.1 0.098
H -6.23745 -2.07079 0.74437 -0.1 0.1 -0.1 0.096
O -5.11963 2.25773 0.20260 0.1 -0.4 -0.1 -0.061
C -4.76501 3.61440 0.29203 0.1 0.2 0.0 -0.081
H -4.33768 3.98535 -0.64592 0.0 0.0 0.0 0.097
H -4.06056 3.79594 1.11116 0.0 0.0 0.0 0.097
H -5.69349 4.14508 0.49589 0.1 0.0 0.0 0.096
H -2.48472 2.67864 -0.21047 0.0 0.1 0.0 0.102
C -0.44677 0.85577 -0.70975 0.1 0.3 0.1 -0.436
O 0.25767 0.03726 -1.28970 0.0 -0.3 -0.2 0.033
N 0.06543 2.00350 -0.21307 -0.1 0.2 0.1 0.088
H -0.50420 2.58346 0.38023 -0.1 -0.1 0.0 0.136
C 1.45477 2.37641 -0.36041 0.3 0.1 0.0 -0.164
H 1.49840 3.39964 -0.75186 0.1 -0.2 0.0 0.126
C 2.23613 2.32548 0.95116 -0.1 -0.1 0.0 -0.069
C 2.31106 0.98457 1.68324 -0.1 0.4 -0.4 -0.499
O 2.64893 0.94817 2.85246 0.2 0.0 0.5 0.045
N 2.02983 -0.10839 0.96241 -0.2 -0.2 -0.1 0.110
H 1.66772 -0.04646 0.01869 0.0 0.2 0.0 0.089
C 2.03434 -1.44045 1.53047 -0.2 -0.2 0.1 -0.348
C 0.62622 -1.80210 2.01110 0.3 0.1 0.1 -0.029
H 0.61470 -2.79560 2.45169 0.0 -0.1 0.1 0.077
H 0.29829 -1.08512 2.75963 -0.1 0.1 0.1 0.083
H -0.06968 -1.77516 1.17519 -0.1 0.0 -0.1 0.062
C 2.52678 -2.43643 0.48075 0.3 0.2 0.3 -0.148
H 2.37996 -3.44825 0.86374 -0.1 0.0 0.0 0.117
H 1.91471 -2.32098 -0.41636 -0.1 -0.1 -0.1 0.113
C 4.00757 -2.25601 0.12494 -0.2 -0.1 -0.1 -0.138
C 4.29557 -0.93541 -0.53220 0.3 -0.1 -0.1 -0.244
C 3.77394 -0.64725 -1.78871 0.1 0.0 0.0 -0.050
C 4.02476 0.56963 -2.39569 0.0 0.0 -0.1 -0.092
C 4.81123 1.51545 -1.75869 0.0 0.1 0.0 -0.104
C 5.34404 1.23390 -0.51252 0.1 0.1 0.0 -0.094
C 5.08678 0.01740 0.09532 0.1 -0.1 -0.1 -0.045
H 5.49943 -0.18967 1.07204 0.0 0.0 0.1 0.117
H 5.96465 1.96326 -0.01157 0.0 0.1 0.0 0.105
H 5.01001 2.46554 -2.23340 0.0 0.1 0.0 0.101
H 3.60803 0.77969 -3.37028 0.0 0.0 -0.1 0.106
H 3.16182 -1.37899 -2.29531 -0.1 -0.1 -0.1 0.117
H 4.60614 -2.35010 1.03308 0.0 -0.1 0.0 0.116
H 4.29709 -3.06235 -0.55503 0.1 0.0 0.1 0.119
H 2.71254 -1.41710 2.39060 0.0 0.0 -0.1 0.147
H 3.26778 2.62281 0.74912 0.0 0.0 0.1 0.109
H 1.82623 3.04572 1.66371 0.1 0.0 0.0 0.119
H 1.89751 1.71052 -1.10474 -0.1 0.1 0.1 0.102
H -1.60916 -1.43511 -0.81221 0.0 -0.1 0.0 0.104
H -3.79626 -4.24790 -0.74044 0.1 0.0 0.0 0.097
H -2.43324 -3.40337 0.03401 0.0 0.0 0.0 0.095
```
Positions in Å, forces in eV/Å.

HOMO-LUMO gap, eV: 8.7
Energy, eV: -37555.9549
Structure (SMILES): COc1cc(C(=O)NCCC(=O)N[C@@H](C)CCc2ccccc2)cc(OC)c1OC
Lowest unoccupied orbital energy, eV: 0.5560
Energy above the lowest of the compared OMol25 structures with the same formula, charge and spin, eV: 0.951
Spin multiplicity: 1

***

No. 2
The following is a DFT calculation (ωB97M-V/def2-TZVPD) of a cluster of 2 separate species, C23H30N2O6 in total.

XYZ file:
```
61
Properties=species:S:1:pos:R:3:forces:R:3:lowdin_charge:R:1
O -0.61235 1.62573 1.25590 0.2 0.0 -0.1 0.038
O -3.62735 4.09361 -0.02846 0.0 -0.3 0.1 0.049
O 8.60241 -2.72745 3.19954 0.2 -0.2 0.1 0.052
O 0.60867 -2.67584 -4.27552 -0.1 0.0 -0.1 0.050
O -1.09966 0.31115 -0.97047 0.1 -0.2 -0.3 -0.003
O 6.07051 -4.74052 -0.29513 -0.2 0.2 0.0 0.057
C -1.30327 2.21849 2.08042 0.7 0.0 0.1 -0.495
C -3.29260 2.93885 -0.28223 -0.4 1.1 0.3 -0.466
C 3.20748 -1.67972 -0.21864 1.9 -1.6 -0.5 -0.030
C 4.29481 -2.50282 -0.43064 -1.8 1.4 0.6 -0.005
C 6.76702 -1.52965 2.26496 -0.6 0.1 -0.4 -0.033
C -0.26700 -1.19696 -2.62532 -0.4 0.0 -0.3 0.050
C 7.33354 -3.72177 1.44371 0.1 0.2 0.2 0.045
C 1.89542 -2.22286 -2.30956 -0.2 0.2 0.2 0.015
C 1.01097 -0.71634 -0.64555 0.3 -0.2 0.0 0.019
C 5.70917 -1.46733 1.35885 0.7 -0.7 0.3 -0.019
C 7.57356 -2.66035 2.31078 -0.3 0.3 -0.1 -0.326
C 0.74398 -2.03966 -3.07748 0.7 0.0 0.7 -0.311
C -0.13075 -0.53184 -1.41233 0.3 -0.1 0.0 -0.295
C 6.27592 -3.67115 0.53344 0.6 0.1 0.7 -0.256
C 2.03617 -1.56058 -1.07972 -0.5 0.1 -0.4 -0.216
C 5.43558 -2.54465 0.49488 -0.3 0.1 -0.3 -0.165
N -2.85031 2.57011 -1.48838 0.2 -0.9 -0.5 0.034
N -2.63124 2.29213 1.99543 -0.8 0.0 -0.3 0.126
C -0.65581 2.91311 3.25502 -0.1 -0.1 -0.1 0.015
C -2.69394 3.47580 -2.62398 -0.1 0.1 0.5 -0.045
C -5.01945 -0.21961 -0.69561 -0.1 0.1 0.5 -0.069
C -6.46753 1.81316 -0.73172 0.2 0.1 0.3 -0.071
C -5.73094 0.82640 0.16713 0.1 0.1 -0.3 -0.414
C -4.82226 1.49852 1.22238 0.0 0.0 -0.2 -0.108
C -3.38028 1.85904 0.81130 -0.1 -0.5 -0.2 -0.204
H 8.63259 -1.91325 3.72498 -0.1 -0.3 -0.3 0.109
H 1.39444 -3.21762 -4.44595 -0.3 0.2 0.1 0.108
H -0.78838 0.75663 -0.14158 -0.4 0.0 -0.2 0.049
H 6.72364 -5.43008 -0.10103 -0.2 0.3 0.0 0.111
H 3.18588 -1.06771 0.67498 0.0 0.0 0.0 0.097
H 4.30875 -3.17510 -1.28156 0.0 0.0 0.1 0.102
H 6.95335 -0.69098 2.92736 0.1 0.0 0.0 0.110
H -1.15731 -1.05531 -3.22523 0.0 0.0 0.0 0.124
H 7.98430 -4.58625 1.49597 0.0 -0.1 0.0 0.125
H 2.67727 -2.87427 -2.67881 0.0 0.0 0.0 0.106
H 1.10256 -0.19071 0.29943 0.0 0.0 0.0 0.114
H 5.11629 -0.55938 1.33583 0.0 -0.2 -0.2 0.111
H -2.51925 1.61883 -1.59349 0.2 0.2 0.0 0.095
H -3.12303 2.84026 2.68226 0.0 0.1 -0.1 0.153
H -1.03546 2.48913 4.18257 0.0 0.1 0.1 0.085
H 0.42318 2.77365 3.20182 -0.2 0.0 0.0 0.087
H -0.88520 3.97668 3.20957 0.0 0.0 0.1 0.089
H -1.96654 4.25118 -2.37667 -0.1 0.0 -0.1 0.088
H -3.64875 3.95186 -2.85392 0.1 0.0 0.0 0.084
H -2.34484 2.92390 -3.49761 -0.1 -0.1 0.2 0.086
H -4.47409 -0.91431 -0.05617 0.1 -0.1 -0.1 0.085
H -5.75922 -0.78177 -1.26612 0.1 0.0 0.0 0.081
H -4.32947 0.25267 -1.39239 0.1 -0.1 -0.1 0.066
H -7.17932 1.27692 -1.35932 0.0 0.1 -0.1 0.078
H -7.01246 2.53293 -0.12080 0.0 0.1 -0.1 0.081
H -5.76511 2.34872 -1.36921 0.0 0.1 -0.1 0.071
H -6.50424 0.29777 0.72590 0.0 0.0 0.2 0.126
H -4.74858 0.79850 2.05600 0.2 0.0 0.1 0.120
H -5.31967 2.39246 1.60199 0.0 0.1 0.0 0.118
H -2.92181 0.94762 0.43817 0.2 -0.1 0.1 0.120
```
Positions in Å, forces in eV/Å.

HOMO-LUMO gap, eV: 7.9
Energy, eV: -39604.3770
Structure (SMILES): Oc1cc(O)cc(/C=C/c2ccc(O)cc2O)c1.CNC(=O)[C@H](CC(C)C)NC(C)=O
Lowest unoccupied orbital energy, eV: 0.4868
Energy above the lowest of the compared OMol25 structures with the same formula, charge and spin, eV: 0.000
Spin multiplicity: 1

***

No. 3
The following is a DFT calculation (ωB97M-V/def2-TZVPD) of a structure of composition C23H30N4PdSe2Te2.

XYZ file:
```
62
Properties=species:S:1:pos:R:3:forces:R:3:lowdin_charge:R:1
Pd -2.72076 1.81767 -2.71041 -0.3 0.2 -0.3 -0.430
C 4.68126 2.23477 -1.98903 0.0 0.0 0.0 -0.051
C 4.15073 0.99984 -1.24892 0.0 0.0 0.0 -0.563
C 4.50339 1.13762 0.23229 0.0 0.0 0.0 -0.077
C 4.84630 -0.25576 -1.79223 0.0 0.0 0.0 -0.057
C 2.64510 0.88549 -1.47835 0.0 0.0 0.1 -0.178
C 2.14435 0.72319 -2.76846 0.0 0.0 -0.1 -0.026
C 0.77475 0.65955 -2.96140 -0.1 0.0 0.0 -0.120
N -0.10109 0.71757 -1.97077 0.0 -0.1 0.0 0.114
C 0.35212 0.85333 -0.73752 0.0 0.0 0.2 -0.207
C 1.71799 0.95608 -0.44935 0.0 0.0 -0.1 0.036
C -0.68881 0.89876 0.34072 0.1 -0.1 -0.1 -0.200
C -0.35726 0.78634 1.68627 -0.1 0.0 0.0 0.023
C -1.36043 0.81990 2.65425 0.1 0.0 0.0 -0.177
C -2.66192 0.96138 2.20171 -0.1 0.0 0.0 -0.007
C -2.89944 1.06754 0.83289 0.0 0.0 0.0 -0.145
N -1.94324 1.03392 -0.07354 0.0 0.0 0.1 0.122
C -0.99145 0.70417 4.13136 0.0 0.0 0.0 -0.562
C -0.27044 -0.62768 4.37629 0.0 0.0 0.0 -0.054
C -0.06040 1.86370 4.51193 0.0 0.0 0.0 -0.052
C -2.22164 0.76074 5.03703 0.0 0.0 0.0 -0.079
H 5.76070 2.33368 -1.83921 0.0 0.0 0.0 0.077
H 4.19360 3.13946 -1.62225 0.0 0.0 0.0 0.093
H 4.48800 2.16615 -3.05991 0.0 0.0 0.0 0.076
H 5.58902 1.20014 0.34375 0.0 0.0 0.0 0.077
H 4.15334 0.27772 0.80701 0.0 0.0 0.0 0.084
H 4.06768 2.03971 0.66497 0.0 0.0 0.0 0.085
H 5.92636 -0.19157 -1.62925 0.0 0.0 0.0 0.076
H 4.66999 -0.37707 -2.86119 0.0 0.0 0.0 0.073
H 4.47335 -1.14945 -1.28776 0.0 0.0 0.0 0.088
H 2.80484 0.66762 -3.62626 0.0 0.0 0.0 0.100
H 0.34011 0.56595 -3.95279 0.0 0.0 0.0 0.099
H 2.03826 1.10630 0.56998 0.0 0.0 0.0 0.085
H 0.67574 0.65878 1.98027 0.0 0.0 0.0 0.093
H -3.50467 1.00148 2.87838 0.0 0.0 0.0 0.095
H -3.90604 1.19493 0.44437 0.0 0.0 0.0 0.054
H 0.64049 -0.70050 3.78133 0.0 0.0 0.0 0.074
H -0.91260 -1.46780 4.10547 0.0 0.0 0.0 0.090
H 0.00163 -0.72384 5.43187 0.0 0.0 0.0 0.076
H 0.85620 1.84581 3.92124 0.0 0.0 0.0 0.075
H 0.21193 1.80120 5.56992 0.0 0.0 0.0 0.076
H -0.55027 2.82230 4.33253 0.0 0.0 0.0 0.092
H -2.91289 -0.05624 4.82293 0.0 0.0 0.0 0.083
H -2.75949 1.70269 4.91776 0.0 0.0 0.0 0.084
H -1.91054 0.67700 6.08176 0.0 0.0 0.0 0.076
Se -3.14292 -0.15906 -4.35885 0.1 0.0 0.0 -0.456
Te -4.99394 0.65339 -2.78886 -0.1 -0.2 -0.1 -0.070
Te -4.03768 3.73932 -1.69263 -0.2 0.2 0.2 -0.093
Se -1.62770 4.12077 -2.33658 0.3 -0.1 -0.1 -0.487
N -3.02852 -5.54924 -2.81778 0.0 0.0 0.0 0.070
C -2.55452 -4.33119 -2.29643 0.0 0.0 0.0 -0.342
C -1.18890 -4.06097 -2.23651 0.0 0.0 -0.1 -0.050
C -0.78379 -2.83706 -1.72719 -0.1 -0.1 -0.1 -0.167
N -1.61924 -1.91516 -1.27356 0.3 0.1 0.4 0.074
C -2.91817 -2.18162 -1.32009 0.0 0.0 -0.2 -0.198
C -3.43119 -3.37029 -1.81432 0.0 0.0 0.0 -0.037
H -2.40594 -5.93748 -3.51068 0.0 0.0 0.0 0.071
H -3.95786 -5.45845 -3.20164 0.0 0.0 0.0 0.076
H -0.46368 -4.77175 -2.61839 0.0 0.0 0.0 0.091
H 0.27249 -2.57520 -1.72453 0.0 0.0 0.1 0.096
H -3.58825 -1.38726 -1.00818 0.0 0.0 0.0 0.030
H -4.50409 -3.51132 -1.87345 0.0 0.0 0.0 0.105
```
Positions in Å, forces in eV/Å.

Charge: -2
HOMO-LUMO gap, eV: 3.5
Energy, eV: -179060.1640
Lowest unoccupied orbital energy, eV: 3.8392
Spin multiplicity: 1

***

No. 4
The following is a DFT calculation (ωB97M-V/def2-TZVPD) of a structure of composition C23H31AsCl6CoF6NO4Si.

XYZ file:
```
74
Properties=species:S:1:pos:R:3:forces:R:3:lowdin_charge:R:1
Co -0.25394 0.32977 -0.36271 0.6 0.2 0.0 0.869
Cl 0.08798 -0.42543 3.04773 0.1 0.1 -0.1 0.800
C -0.99976 -1.35616 2.12012 -0.2 0.0 0.0 -0.654
C -1.21312 -1.08019 0.79176 -0.1 0.0 0.1 -0.221
C -2.25837 -1.80472 0.19007 -0.1 -0.1 0.0 -0.626
Cl -2.72910 -1.40106 -1.36870 -0.2 0.3 0.2 0.953
C -2.96418 -2.88878 0.83791 0.1 0.1 0.1 -0.661
Cl -4.11506 -3.77777 -0.01599 -0.1 0.0 0.1 0.832
C -2.68003 -3.17899 2.15623 0.0 0.0 -0.1 -0.704
Cl -3.48020 -4.44268 2.96957 0.0 0.0 0.0 0.772
C -1.72115 -2.39504 2.82474 0.1 0.1 -0.1 -0.647
Cl -1.40202 -2.67937 4.44246 0.0 0.0 0.0 0.850
F -0.43064 1.99623 0.73259 -0.2 0.0 0.0 -0.326
As -2.01814 2.84014 0.15307 -0.1 0.0 0.0 0.806
F -2.82160 1.49255 0.89082 0.1 0.1 -0.1 -0.227
F -2.06731 3.71514 1.60206 0.0 0.0 0.0 -0.179
F -3.44029 3.43798 -0.53573 0.1 0.0 0.0 -0.172
F -1.00041 3.98239 -0.60052 0.0 -0.1 0.0 -0.195
F -1.71058 1.72844 -1.23529 -0.2 0.0 0.2 -0.288
Cl 4.52850 -2.45330 0.61216 0.0 0.0 0.0 0.741
C 3.75041 -0.91902 0.57668 0.0 0.0 0.0 -0.643
C 4.46115 0.25452 0.77970 0.0 0.0 0.0 -0.047
C 3.77563 1.45481 0.72473 0.0 0.0 0.0 -0.014
C 2.41424 1.44701 0.47416 0.1 0.0 0.1 -0.093
N 1.74188 0.30728 0.29024 -0.1 0.0 0.0 -0.022
C 2.39300 -0.85566 0.33024 0.0 -0.1 0.0 -0.149
H 5.52481 0.22054 0.96952 0.0 0.0 0.0 0.124
H 4.28783 2.39455 0.87061 0.0 0.0 0.0 0.124
H 1.84315 2.36407 0.43145 0.0 0.0 0.0 0.120
H 1.81813 -1.75618 0.15879 0.0 0.0 0.0 0.108
C 3.24160 0.61386 -3.53685 0.0 0.0 0.0 -0.012
C 3.19909 -0.85897 -3.91933 0.0 0.0 -0.1 -0.617
C 3.15493 -1.03782 -5.43056 0.0 0.0 0.0 -0.011
C 4.37466 -1.61204 -3.31866 0.0 0.0 0.0 -0.016
O 2.01900 -1.46880 -3.34706 -0.1 0.0 0.2 -0.089
Si 0.45911 -1.04798 -3.35654 0.1 -0.1 -0.3 0.063
O 0.14894 -0.30751 -1.89300 -0.1 0.0 0.1 -0.249
O -0.50290 -2.34968 -3.42360 -0.1 0.1 0.0 -0.108
C -0.33227 -3.69651 -2.94689 0.1 -0.1 -0.1 -0.621
C 0.54860 -4.44706 -3.93652 0.0 0.0 0.0 -0.007
C 0.30130 -3.68090 -1.55948 0.0 0.0 0.0 -0.015
C -1.72836 -4.29563 -2.89177 0.0 0.0 0.0 -0.032
O 0.13674 -0.01628 -4.54365 0.1 0.0 0.1 -0.084
C -1.04364 0.33428 -5.29800 -0.1 0.0 0.0 -0.618
C -2.26806 0.27502 -4.39492 0.0 0.0 0.0 -0.035
C -1.16574 -0.65333 -6.44824 0.0 0.0 0.0 -0.012
C -0.80680 1.74925 -5.79875 0.0 0.0 0.0 -0.016
H 4.16485 1.07160 -3.89179 0.0 0.0 0.0 0.098
H 3.20281 0.71800 -2.45150 0.0 0.0 0.1 0.074
H 2.40050 1.15301 -3.97336 0.0 0.0 0.0 0.085
H 4.04439 -0.60174 -5.88593 0.0 0.0 0.0 0.097
H 2.27584 -0.54807 -5.84691 0.0 0.0 0.0 0.077
H 3.12228 -2.09761 -5.68557 0.0 0.0 0.0 0.094
H 5.31496 -1.21150 -3.69638 0.0 0.0 0.0 0.097
H 4.32003 -2.66987 -3.57625 0.0 0.0 0.0 0.093
H 4.36868 -1.52173 -2.23177 0.0 0.0 0.0 0.054
H 1.52076 -3.96140 -4.01770 0.0 0.0 0.0 0.079
H 0.08048 -4.45968 -4.92081 0.0 0.0 0.0 0.097
H 0.69802 -5.47672 -3.61027 0.0 0.0 0.0 0.096
H 1.31583 -3.28160 -1.60632 0.0 0.0 0.0 0.079
H 0.34737 -4.69092 -1.15267 0.0 0.0 0.0 0.102
H -0.29556 -3.06195 -0.88203 0.1 -0.1 0.0 0.057
H -2.19336 -4.25575 -3.87647 0.0 0.0 0.0 0.099
H -2.35779 -3.73822 -2.19414 0.1 -0.2 -0.2 0.000
H -1.68579 -5.33576 -2.56900 0.0 0.0 0.0 0.098
H -2.45416 -0.75631 -4.08722 0.0 0.0 0.0 0.056
H -3.14681 0.63271 -4.93135 0.0 0.0 0.0 0.101
H -2.12541 0.90243 -3.51394 0.0 0.0 0.0 0.069
H -1.24940 -1.67087 -6.06582 0.0 0.0 0.0 0.083
H -0.28998 -0.59358 -7.09429 0.0 0.0 0.0 0.091
H -2.05041 -0.42985 -7.04428 0.0 0.0 0.0 0.096
H -0.71587 2.44141 -4.96148 0.0 0.0 0.0 0.092
H -1.63646 2.07212 -6.42719 0.0 0.0 0.0 0.095
H 0.11012 1.79106 -6.38657 0.0 0.0 0.0 0.091
```
Positions in Å, forces in eV/Å.

Charge: +1
HOMO-LUMO gap (alpha / beta), eV: 8.9 / 5.4
<S²>: 8.78
Energy, eV: -231817.7696
Lowest unoccupied orbital energy (alpha / beta), eV: -3.9071 / -7.4315
Energy above the lowest of the compared OMol25 structures with the same formula, charge and spin, eV: 0.143
Spin multiplicity: 6

***

- Among the records above, which one has the highest energy?
  C23H30N2O5